# 1
C38H54CaN6O10S3 as an isolated structure at a distorted geometry. Source: the Open Molecules 2025 dataset; level of theory: the ωB97M-V functional and the def2-TZVPD basis.

- Net charge: 0
- Orbital gap: 5.268 eV
- LUMO level: -0.890 eV
- Total energy: -120643.553 eV

Cartesian coordinates (Å):
Ca  0.28  1.70  -1.27
O  3.80  -0.14  -0.26
S  2.88  0.86  -0.71
O  2.18  0.59  -1.98
O  1.85  1.21  0.31
C  3.81  2.36  -1.03
C  5.16  2.25  -0.74
C  6.05  3.29  -1.00
C  5.57  4.46  -1.56
C  4.22  4.59  -1.84
C  3.32  3.57  -1.60
S  1.59  4.03  -1.89
O  1.59  5.40  -2.30
O  1.04  3.07  -2.87
O  0.97  3.74  -0.58
H  5.53  1.32  -0.33
H  7.10  3.18  -0.77
H  6.25  5.28  -1.77
H  3.84  5.51  -2.26
C  -1.83  0.13  4.39
C  -1.92  -0.24  2.89
N  -0.77  0.28  2.17
C  0.46  -0.22  2.78
C  0.62  0.36  4.20
N  -0.66  1.07  4.54
C  -0.84  2.27  3.64
C  -0.82  1.74  2.20
H  -1.60  -0.73  5.03
H  -2.70  0.65  4.78
H  -2.82  0.20  2.45
H  -1.97  -1.32  2.78
H  1.31  0.07  2.16
H  0.40  -1.31  2.82
H  1.41  1.11  4.28
H  0.77  -0.39  4.97
H  -0.62  1.40  5.51
H  -0.03  2.96  3.87
H  -1.79  2.72  3.92
H  0.03  2.15  1.64
H  -1.71  2.08  1.68
C  -6.46  2.58  0.80
C  -5.00  2.89  0.60
C  -4.40  3.96  1.25
C  -3.06  4.25  0.97
C  -2.39  5.45  1.59
C  -2.35  3.45  0.10
C  -2.91  2.30  -0.55
C  -4.27  2.09  -0.28
N  -2.04  1.55  -1.29
C  -2.54  0.61  -2.30
C  -3.48  1.28  -3.32
C  -3.91  0.29  -4.41
C  -2.67  -0.18  -5.17
C  -1.71  -0.87  -4.20
C  -2.40  -2.09  -3.59
C  -3.64  -1.63  -2.81
C  -4.60  -0.92  -3.76
C  -3.20  -0.65  -1.71
C  -1.32  0.11  -3.09
H  -6.87  3.12  1.66
H  -6.62  1.51  0.97
H  -7.05  2.86  -0.07
H  -4.97  4.58  1.92
H  -2.66  6.37  1.06
H  -1.31  5.37  1.54
H  -2.69  5.58  2.63
H  -1.33  3.73  -0.11
H  -4.80  1.27  -0.74
H  -2.95  2.13  -3.76
H  -4.36  1.69  -2.82
H  -4.60  0.78  -5.10
H  -2.17  0.68  -5.64
H  -2.95  -0.87  -5.98
H  -0.80  -1.20  -4.73
H  -1.72  -2.62  -2.92
H  -2.69  -2.79  -4.38
H  -4.13  -2.49  -2.36
H  -5.49  -0.58  -3.22
H  -4.95  -1.61  -4.54
H  -2.47  -1.14  -1.06
H  -4.06  -0.40  -1.08
H  -0.79  0.96  -3.55
H  -0.63  -0.42  -2.42
C  6.87  -6.16  3.07
C  5.60  -5.32  3.01
S  4.96  -5.30  1.37
O  5.89  -4.57  0.53
O  4.56  -6.64  1.02
C  3.47  -4.34  1.48
C  2.67  -4.59  0.21
N  1.64  -3.58  0.02
C  1.65  -2.66  -0.99
N  0.63  -1.83  -0.90
C  -0.09  -2.21  0.19
C  0.53  -3.27  0.77
N  0.11  -4.04  1.90
O  -0.68  -3.51  2.68
O  0.65  -5.13  2.07
C  2.69  -2.57  -2.05
H  7.23  -6.18  4.10
H  7.65  -5.75  2.44
H  6.68  -7.19  2.76
H  5.79  -4.28  3.28
H  4.82  -5.73  3.64
H  3.77  -3.30  1.55
H  2.93  -4.65  2.38
H  2.23  -5.58  0.20
H  3.33  -4.50  -0.65
H  -0.98  -1.71  0.51
H  2.71  -3.48  -2.66
H  3.69  -2.41  -1.63
H  2.45  -1.72  -2.67

# 2
C17H20N3O2PdSe2 as an isolated structure at a distorted geometry. Source: the Open Molecules 2025 dataset; level of theory: the ωB97M-V functional and the def2-TZVPD basis.

- Net charge: -1
- Orbital gap (alpha / beta): 3.498 / 3.499 eV
- LUMO level (alpha / beta): 2.202 / 2.202 eV
- Total energy: -160689.743 eV

Cartesian coordinates (Å):
Pd  -13.58  -0.51  -7.27
O  -16.97  0.08  -11.40
C  -17.63  0.67  -10.37
C  -18.91  1.17  -10.64
C  -19.64  1.91  -9.67
C  -19.08  2.07  -8.42
C  -17.82  1.57  -8.12
C  -17.05  0.88  -9.09
C  -15.76  0.37  -8.71
O  -15.26  0.67  -7.54
N  -15.10  -0.31  -9.65
N  -13.84  -0.54  -9.24
C  -12.86  -1.20  -9.84
C  -11.66  -1.43  -9.06
C  -10.57  -2.24  -9.42
C  -9.67  -2.71  -8.49
C  -9.77  -2.30  -7.19
C  -10.79  -1.44  -6.85
N  -11.78  -1.16  -7.69
H  -16.13  -0.27  -11.00
H  -19.30  1.05  -11.67
H  -20.66  2.30  -9.81
H  -19.60  2.56  -7.59
H  -17.48  1.71  -7.12
H  -12.95  -1.66  -10.85
H  -10.53  -2.50  -10.44
H  -8.87  -3.45  -8.74
H  -9.06  -2.63  -6.45
H  -10.89  -1.09  -5.84
C  -13.79  -4.62  -5.34
Se  -15.23  -3.64  -6.44
C  -15.88  -2.41  -5.01
C  -14.87  -1.83  -4.05
Se  -13.59  -0.44  -4.73
C  -14.76  1.12  -4.39
H  -13.41  -5.32  -6.11
H  -14.34  -5.14  -4.52
H  -13.04  -3.92  -5.04
H  -16.66  -2.93  -4.48
H  -16.34  -1.59  -5.60
H  -14.15  -2.56  -3.68
H  -15.36  -1.29  -3.22
H  -14.43  1.64  -3.49
H  -15.82  0.78  -4.28
H  -14.67  1.81  -5.27